Computed, not measured: C17H15N6O7RuS as an isolated structure in a non-equilibrium geometry, with ωB97M-V with the def2-TZVPD basis set.

```
47
Properties=species:S:1:pos:R:3:mulliken_charge:R:1
Ru 1.044 0.749 -0.329 0.183
O 1.559 -0.553 3.528 -0.662
C 1.586 -0.340 2.310 -0.016
N 0.939 0.712 1.610 0.322
C 0.488 1.931 2.185 0.039
O 0.746 2.438 3.268 -0.647
C -0.462 2.649 1.279 0.681
C -1.255 3.736 1.717 -0.732
C -2.071 4.361 0.799 -0.180
C -2.157 3.855 -0.542 -0.862
C -1.291 2.822 -0.927 -0.281
N -0.427 2.391 -0.034 0.223
C 2.220 -1.285 1.452 0.619
C 2.702 -2.550 1.892 -0.731
C 3.395 -3.339 1.002 -0.286
C 3.598 -2.898 -0.316 -0.744
C 2.992 -1.717 -0.728 -0.020
N 2.401 -0.903 0.138 0.179
H -1.124 4.131 2.740 0.462
H -2.623 5.241 1.054 0.460
H -2.907 4.322 -1.211 0.341
H -1.124 2.415 -1.910 0.520
H 2.579 -2.769 2.957 0.486
H 3.800 -4.268 1.366 0.447
H 4.188 -3.452 -1.068 0.368
H 3.027 -1.322 -1.757 0.470
O 2.415 2.375 -0.923 -0.595
S 2.444 2.032 -2.389 1.442
O 3.751 1.553 -2.777 -0.664
O 1.456 0.664 -2.211 -0.671
O 1.813 2.981 -3.260 -0.665
C -3.019 -2.519 1.589 -0.904
N -2.283 -2.130 0.397 0.193
C -2.944 -2.337 -0.788 -0.003
C -2.455 -1.796 -1.934 -1.254
C -1.331 -0.958 -1.860 0.604
N -0.676 -0.716 -0.654 0.699
C -1.190 -1.227 0.490 -0.157
O -0.855 -0.966 1.621 -0.515
N -1.026 -0.272 -2.973 -0.264
H -3.395 -1.579 2.086 0.301
H -2.371 -2.991 2.344 0.263
H -3.819 -3.185 1.291 0.335
H -3.822 -2.975 -0.761 0.331
H -2.905 -1.967 -2.900 0.365
H -1.524 -0.461 -3.832 0.199
H -0.091 0.116 -3.030 0.320
```

Values from the calculation:
E, Ha: -2005.07499
HOMO-LUMO gap (spin up / spin down), eV: 5.58 / 8.06
HOMO energy (spin up / spin down), Eh: -0.2293 / -0.3420
LUMO level (spin up / spin down), eV: -0.656 / -1.247
Multiplicity: 6
Charge: 0

Computed, not measured: a 2-piece molecular cluster, C17H15NO3 overall in a non-equilibrium geometry, with ωB97M-V with the def2-TZVPD basis set.

```
36
Properties=species:S:1:pos:R:3:mulliken_charge:R:1
C 1.668 -0.045 1.795 -1.007
C 0.235 0.244 1.804 -0.534
N -0.680 -0.760 1.600 0.878
O -1.904 -0.475 1.602 -0.704
O -0.267 -1.932 1.414 -0.679
H 2.272 0.847 1.977 0.299
H 1.911 -0.782 2.561 0.182
H 1.965 -0.463 0.832 0.357
H -0.146 1.234 1.960 0.547
C 0.737 -4.767 8.538 -0.371
C 1.696 -4.053 7.839 -0.842
C 1.360 -2.884 7.194 -0.304
C 0.043 -2.402 7.236 0.556
C -0.406 -1.182 6.596 1.092
O -1.744 -0.879 6.753 -0.393
C -2.245 0.267 6.166 0.251
C -1.418 1.137 5.419 0.991
C -1.982 2.290 4.847 -0.607
C -3.318 2.571 5.013 -0.664
C -4.126 1.715 5.748 -0.408
C -3.598 0.578 6.315 -0.726
C -0.055 0.798 5.289 -0.630
C 0.434 -0.341 5.864 -0.530
C -0.905 -3.144 7.947 -0.528
C -0.566 -4.310 8.590 -0.650
H 1.004 -5.681 9.041 0.396
H 2.710 -4.419 7.803 0.397
H 2.112 -2.338 6.654 0.347
H -1.350 2.951 4.279 0.408
H -3.742 3.459 4.571 0.398
H -5.173 1.939 5.877 0.399
H -4.209 -0.100 6.886 0.448
H 0.594 1.453 4.735 0.494
H 1.474 -0.591 5.761 0.315
H -1.914 -2.771 7.976 0.430
H -1.315 -4.864 9.134 0.390
```

Values from the calculation:
E, Ha: -937.07185
HOMO-LUMO gap, eV: 3.52
HOMO energy, Eh: -0.2169
LUMO level, eV: -2.386
Charge: 0

Computed, not measured: C17H16BCsIN9 as an isolated structure, with ωB97M-V with the def2-TZVPD basis set.

```
45
Properties=species:S:1:pos:R:3:mulliken_charge:R:1
Cs 0.039 0.040 2.038 1.038
C -1.518 -3.279 -1.540 -0.913
C -1.300 -2.699 -0.282 -0.255
N -0.759 -1.496 -0.382 -0.411
N -0.620 -1.264 -1.712 0.494
C -1.062 -2.334 -2.422 -0.289
B -0.023 0.034 -2.261 0.337
N 1.541 0.034 -1.816 0.299
C 2.644 0.034 -2.489 0.313
C 3.746 0.034 -1.536 -1.047
C 3.097 0.034 -0.277 -0.107
N 1.804 0.034 -0.409 -0.260
N -0.621 1.332 -1.712 0.493
C -1.063 2.401 -2.423 -0.289
C -1.521 3.347 -1.542 -0.911
C -1.302 2.767 -0.283 -0.255
N -0.760 1.565 -0.383 -0.414
N -0.153 0.034 -3.778 0.615
C -1.331 0.033 -4.448 -0.461
C -1.060 0.035 -5.792 -1.046
C 0.343 0.037 -5.857 -0.273
N 0.886 0.037 -4.654 -1.073
H -1.944 -4.239 -1.771 0.405
H -1.516 -3.115 0.691 0.379
H -1.017 -2.350 -3.497 0.427
H 2.619 0.034 -3.572 0.606
H 4.798 0.033 -1.767 0.413
H 3.547 0.033 0.704 0.423
H -1.018 2.417 -3.498 0.426
H -1.947 4.306 -1.773 0.405
H -1.519 3.183 0.690 0.376
H -2.270 0.031 -3.918 0.624
H -1.765 0.034 -6.604 0.474
H 0.978 0.039 -6.729 0.445
I 0.123 -3.095 8.113 0.166
C 0.052 -1.229 7.213 -0.187
C -0.010 -0.068 7.966 -0.161
C -0.057 1.146 7.299 -0.649
C -0.042 1.148 5.915 -0.158
N 0.019 0.035 5.181 -0.241
C 0.064 -1.129 5.829 -0.176
H -0.021 -0.108 9.046 0.396
H -0.107 2.077 7.846 0.364
H -0.082 2.085 5.371 0.342
H 0.109 -2.028 5.223 0.315
```

Values from the calculation:
E, Ha: -1492.73360
HOMO-LUMO gap (spin up / spin down), eV: 8.92 / 4.71
HOMO energy (spin up / spin down), Eh: -0.4188 / -0.4188
LUMO level (spin up / spin down), eV: -2.478 / -6.685
Multiplicity: 2
Charge: +1

Computed, not measured: C17H16Cl2F5FeN3O3SSe as an isolated structure, with ωB97M-V with the def2-TZVPD basis set.

```
49
Properties=species:S:1:pos:R:3:mulliken_charge:R:1
Fe -1.505 0.265 -0.875 0.344
N -1.118 2.395 -0.416 -0.288
C -2.182 2.976 0.422 -0.428
C -3.420 3.280 -0.413 -0.792
C -4.096 2.066 -1.034 -0.505
N -3.180 1.336 -1.936 -0.464
H -0.231 2.389 0.089 0.228
H -0.956 2.977 -1.232 0.304
H -1.846 3.889 0.921 0.386
H -2.417 2.256 1.211 0.275
H -3.154 3.987 -1.208 0.317
H -4.151 3.795 0.212 0.379
H -4.997 2.389 -1.563 0.407
H -4.414 1.377 -0.247 0.272
H -2.742 1.978 -2.592 0.229
H -3.692 0.668 -2.502 0.292
Cl -3.492 -1.445 -0.828 -0.113
C -2.961 -3.142 -1.108 -0.146
Cl -2.415 -3.386 -2.750 -0.128
H -3.833 -3.755 -0.915 0.404
H -2.145 -3.314 -0.421 0.067
O 1.023 1.989 1.622 -0.722
S 0.423 0.832 2.246 1.142
O -0.260 1.040 3.489 -0.731
N -0.533 0.064 1.166 -0.605
C -0.045 -1.149 0.845 0.723
O -0.583 -1.833 -0.036 -0.569
C 1.203 -1.512 1.575 0.503
C 1.959 -2.663 1.465 -0.468
C 3.136 -2.736 2.200 -0.667
C 3.538 -1.680 3.014 -0.518
C 2.776 -0.522 3.123 -0.733
C 1.610 -0.472 2.388 0.138
H 1.648 -3.462 0.804 0.600
H 3.760 -3.617 2.127 0.401
H 4.466 -1.760 3.566 0.405
H 3.089 0.303 3.748 0.482
F 5.027 -0.948 -0.012 -0.407
C 3.881 -0.721 -0.656 0.656
C 3.226 -1.756 -1.298 0.110
F 3.748 -2.985 -1.275 -0.388
C 2.027 -1.516 -1.945 0.702
F 1.432 -2.561 -2.524 -0.407
C 1.452 -0.251 -1.999 -0.553
Se -0.214 0.038 -2.902 -0.340
C 2.152 0.766 -1.368 0.828
F 1.690 2.023 -1.391 -0.446
C 3.342 0.551 -0.694 0.208
F 3.973 1.557 -0.092 -0.385
```

Values from the calculation:
E, Ha: -6530.48585
HOMO-LUMO gap (spin up / spin down), eV: 8.06 / 8.25
HOMO energy (spin up / spin down), Eh: -0.2894 / -0.2967
LUMO level (spin up / spin down), eV: 0.188 / 0.176
Multiplicity: 5
Charge: 0

Computed, not measured: C17H16CoN4O3S6SbSe4 as an isolated structure, with ωB97M-V with the def2-TZVPD basis set.

```
52
Properties=species:S:1:pos:R:3:mulliken_charge:R:1
Co -0.325 1.470 -0.661 -0.188
N -3.326 3.823 0.880 -0.055
C -3.758 2.750 1.634 -0.712
C -2.986 1.698 1.264 0.003
N -2.105 2.097 0.289 0.008
C -2.326 3.380 0.099 0.449
C -1.436 4.116 -0.783 0.312
N -0.351 3.513 -1.221 0.070
C 0.307 4.428 -1.999 -0.448
C -0.395 5.591 -2.022 -0.578
N -1.514 5.375 -1.249 -0.063
H -3.670 4.766 0.949 0.171
H -4.557 2.841 2.344 0.409
H -3.006 0.687 1.623 0.285
H 1.237 4.201 -2.494 0.589
H -0.226 6.518 -2.534 0.400
H -2.252 6.038 -1.093 0.176
C 0.548 -3.961 -1.420 -0.691
S 2.336 -4.022 -1.267 -0.052
C 2.964 -2.858 -2.410 0.385
C 2.437 -1.854 -3.147 -0.028
S 0.771 -1.343 -3.174 -0.213
S 3.547 -1.015 -4.220 0.053
C 4.987 -1.835 -3.757 -0.061
S 6.482 -1.498 -4.328 -0.237
S 4.680 -3.122 -2.639 -0.158
H 0.217 -4.793 -0.799 0.356
H 0.225 -4.140 -2.444 0.381
H 0.129 -3.030 -1.048 0.057
Se 2.281 3.574 -5.059 -0.280
Sb 0.408 1.909 -5.138 0.823
Se -1.558 3.201 -4.852 -0.536
Se 0.734 0.172 -6.661 -0.473
Se 1.019 0.826 -2.653 0.162
C -0.739 -3.827 5.720 -1.421
C -0.415 -2.989 4.517 0.988
C -1.422 -2.457 3.720 -0.942
C -1.123 -1.693 2.603 -0.261
C 0.200 -1.454 2.278 -0.123
C 1.227 -1.989 3.050 -0.689
C 0.911 -2.746 4.164 -0.695
S 0.646 -0.520 0.857 2.233
O 0.633 0.945 1.176 -0.739
O 1.918 -1.017 0.431 -0.637
O -0.495 -0.647 -0.092 -0.715
H -1.810 -3.853 5.914 0.346
H -0.244 -3.440 6.611 0.351
H -0.399 -4.855 5.581 0.317
H -2.456 -2.655 3.971 0.304
H -1.910 -1.318 1.964 0.472
H 2.253 -1.819 2.762 0.504
H 1.709 -3.165 4.764 0.387
```

Values from the calculation:
E, Ha: -14720.10344
HOMO-LUMO gap (spin up / spin down), eV: 6.70 / 5.14
HOMO energy (spin up / spin down), Eh: -0.2705 / -0.2704
LUMO level (spin up / spin down), eV: -0.664 / -2.218
Multiplicity: 5
Charge: 0

Computed, not measured: one molecule with the formula C17H16FNO, with ωB97M-V with the def2-TZVPD basis set.

```
36
Properties=species:S:1:pos:R:3:mulliken_charge:R:1
O 1.251 -0.306 -2.091 -0.660
C 0.121 -0.247 -1.643 0.444
C -0.774 0.917 -1.934 0.071
C -2.023 0.753 -2.523 0.102
C -2.800 1.856 -2.831 -0.692
C -2.313 3.116 -2.535 0.352
F -3.074 4.193 -2.820 -0.327
C -1.069 3.306 -1.959 -0.641
C -0.297 2.197 -1.670 -0.439
N -0.412 -1.233 -0.886 0.053
C -1.611 -1.150 -0.076 -0.753
C -1.235 -1.785 1.279 -1.133
C 0.244 -2.187 1.151 0.200
C 1.210 -1.170 1.703 0.323
C 0.990 0.197 1.585 0.149
C 1.926 1.104 2.048 -0.926
C 3.096 0.661 2.639 -0.474
C 3.325 -0.698 2.764 -0.562
C 2.389 -1.603 2.297 -0.670
C 0.423 -2.296 -0.374 -1.162
H -2.382 -0.237 -2.758 0.457
H -3.768 1.750 -3.294 0.440
H -0.720 4.306 -1.753 0.441
H 0.685 2.311 -1.237 0.471
H -2.419 -1.716 -0.553 0.383
H -1.939 -0.114 0.024 0.427
H -1.385 -1.091 2.105 0.375
H -1.847 -2.667 1.465 0.311
H 0.433 -3.150 1.630 0.703
H 0.086 0.570 1.129 0.376
H 1.740 2.163 1.946 0.402
H 3.826 1.371 2.999 0.381
H 4.235 -1.055 3.223 0.382
H 2.577 -2.664 2.393 0.341
H 1.450 -2.141 -0.705 0.487
H 0.060 -3.262 -0.740 0.368
```

Values from the calculation:
E, Ha: -887.28978
HOMO-LUMO gap, eV: 9.74
HOMO energy, Eh: -0.3323
LUMO level, eV: 0.695
SMILES: O=C(c1ccc(F)cc1)N1CC[C@H](c2ccccc2)C1
Charge: 0

Computed, not measured: C17H16GdN2O5 as an isolated structure in a non-equilibrium geometry, with ωB97M-V with the def2-TZVPD basis set.

```
41
Properties=species:S:1:pos:R:3:mulliken_charge:R:1
Gd 0.295 0.179 -2.835 -0.462
O 0.289 3.507 -2.625 -0.154
C 0.282 2.363 -2.735 0.546
C 0.322 -2.008 -2.768 0.569
O 0.295 -3.145 -2.618 -0.161
C 2.471 0.178 -2.905 0.524
O 3.623 0.191 -2.858 -0.155
C -1.894 0.197 -2.929 0.523
O -3.036 0.173 -2.854 -0.146
C 0.292 0.877 -5.151 -0.538
H -0.659 1.461 -5.243 0.401
H 1.241 1.464 -5.243 0.412
C 0.295 -0.508 -5.149 -0.545
H 1.245 -1.095 -5.243 0.409
H -0.654 -1.099 -5.242 0.398
C 1.046 0.587 3.762 -1.252
N 0.929 0.626 2.323 -0.115
N -0.004 -0.063 1.562 0.440
C 0.278 0.143 0.237 1.094
O -0.458 -0.396 -0.687 -0.614
C 1.485 1.032 0.219 -0.298
C 1.813 1.265 1.536 -0.073
C 2.932 2.072 1.939 -1.665
C -1.164 -0.816 2.033 0.669
C -1.871 -0.381 3.149 -0.247
C -2.993 -1.103 3.587 -0.690
C -3.422 -2.242 2.896 -0.415
C -2.717 -2.651 1.752 -0.718
C -1.596 -1.939 1.315 -0.125
H 2.049 0.274 4.012 0.339
H 0.342 -0.089 4.229 0.757
H 0.894 1.594 4.138 0.376
H 1.940 1.375 -0.721 0.191
H 2.589 2.911 2.518 0.403
H 3.627 1.476 2.502 0.440
H 3.446 2.454 1.064 0.409
H -1.586 0.521 3.694 0.720
H -3.543 -0.764 4.475 0.434
H -4.300 -2.803 3.241 0.448
H -3.052 -3.539 1.205 0.435
H -1.069 -2.277 0.421 0.436
```

Values from the calculation:
E, Ha: -1907.36984
HOMO-LUMO gap (spin up / spin down), eV: 5.82 / 5.17
HOMO energy (spin up / spin down), Eh: -0.6416 / -0.6868
LUMO level (spin up / spin down), eV: -11.644 / -13.517
Multiplicity: 8
Charge: +3

Computed, not measured: C17H16N4O3ReS3 as an isolated structure in a non-equilibrium geometry, with ωB97M-V with the def2-TZVPD basis set.

```
44
Properties=species:S:1:pos:R:3:mulliken_charge:R:1
Re -1.312 -0.026 -0.509 1.066
C -0.636 1.960 0.731 -0.590
C -0.425 1.582 2.064 -0.406
C 0.802 1.068 2.458 -0.495
C 1.832 0.926 1.536 -0.494
C 1.648 1.294 0.211 -0.514
C 0.423 1.827 -0.206 -0.201
H -1.491 2.582 0.475 0.630
H -1.206 1.731 2.797 0.470
H 0.963 0.811 3.493 0.495
H 2.793 0.559 1.860 0.486
H 2.473 1.233 -0.483 0.530
H 0.344 2.301 -1.180 0.426
O -1.113 2.787 -3.427 -0.539
S -2.229 2.718 -2.560 0.903
O -2.301 3.547 -1.404 -0.578
N -2.246 1.093 -1.904 0.199
C -3.407 0.519 -2.161 1.189
S -3.530 -0.961 -1.317 -0.457
C -4.320 1.224 -3.011 0.289
C -5.548 0.788 -3.509 -0.720
C -6.245 1.639 -4.351 -0.666
C -5.739 2.891 -4.681 -0.570
C -4.506 3.333 -4.187 -0.591
C -3.817 2.485 -3.364 0.282
H -5.928 -0.188 -3.250 0.443
H -7.193 1.321 -4.754 0.435
H -6.300 3.540 -5.334 0.441
H -4.123 4.308 -4.450 0.506
C -0.178 -3.632 0.750 -0.838
S -1.173 -2.590 1.849 0.330
C -2.816 -3.160 1.311 -0.929
O -1.034 -1.200 1.200 -0.444
H -0.341 -3.308 -0.275 0.188
H -0.449 -4.675 0.879 0.437
H 0.866 -3.496 1.011 0.348
H -3.079 -4.034 1.903 0.463
H -2.818 -3.408 0.254 0.270
H -3.542 -2.376 1.508 0.354
N 2.169 -2.623 -5.449 -0.325
C 1.709 -2.394 -4.419 0.416
N 1.189 -2.170 -3.269 -0.384
C 0.423 -1.572 -2.547 0.825
N -0.284 -1.129 -1.690 -0.681
```

Values from the calculation:
E, Ha: -2374.30390
HOMO-LUMO gap (spin up / spin down), eV: 6.49 / 6.75
HOMO energy (spin up / spin down), Eh: -0.5511 / -0.5632
LUMO level (spin up / spin down), eV: -8.506 / -8.577
Multiplicity: 4
Charge: +2